ORCA calculation (wB97M-V/def2-TZVPD) on a structure of composition C42H57Br2InN4O5Si.

Values from the calculation:
* max |F|: 0.12 eV/A
* net charge: +2
* LUMO energy: -5.1492 eV
* HOMO: -13.14 eV
* frontier orbital gap: 7.99 eV

Element x y z (Å)
In -0.657 -0.575 1.037
O -0.819 2.120 4.146
C -0.707 1.165 3.419
O -0.889 1.176 2.126
C -0.334 -0.187 4.022
C -0.162 -0.323 5.389
C 0.159 -1.573 5.894
C 0.293 -2.645 5.021
C 0.108 -2.428 3.669
N -0.191 -1.219 3.182
H -0.288 0.547 6.016
H 0.296 -1.714 6.958
H 0.529 -3.636 5.381
H 0.181 -3.231 2.945
C -3.186 -1.274 -1.679
O -2.008 -1.681 -0.977
C -1.227 -2.642 -1.548
C -1.440 -3.196 -2.788
C -0.566 -4.184 -3.252
Br -0.857 -4.938 -4.952
C 0.490 -4.597 -2.484
C 0.708 -4.027 -1.217
C -0.148 -3.033 -0.729
O 0.019 -2.458 0.457
C 1.837 -4.468 -0.422
N 2.233 -3.926 0.728
C 3.363 -4.582 1.203
C 4.144 -4.389 2.335
C 5.216 -5.244 2.495
C 5.500 -6.254 1.562
C 4.721 -6.445 0.438
C 3.645 -5.582 0.281
N 2.670 -5.478 -0.711
H -3.835 -2.135 -1.847
H -2.927 -0.803 -2.628
H -3.683 -0.550 -1.041
H -2.268 -2.886 -3.409
H 1.158 -5.350 -2.879
H 1.764 -3.107 1.095
H 3.927 -3.607 3.050
H 5.856 -5.136 3.360
H 6.350 -6.899 1.731
H 4.942 -7.225 -0.278
H 2.575 -6.088 -1.506
C -4.783 -2.191 1.639
C -5.024 -0.833 2.303
C -3.770 -0.031 1.969
O -2.761 -1.030 1.605
C -3.290 -2.366 1.803
H -5.046 -2.162 0.581
H -5.346 -2.995 2.109
H -5.122 -0.951 3.382
H -5.922 -0.342 1.938
H -3.398 0.556 2.805
H -3.891 0.625 1.108
H -3.025 -2.700 2.810
H -2.820 -3.015 1.066
C -2.366 3.714 0.856
C -2.199 4.319 -0.544
C -1.994 5.840 -0.392
C -3.524 4.077 -1.283
Si -0.723 3.607 -1.517
Br -0.955 1.216 -1.200
C 1.012 3.957 -0.801
C 1.447 5.380 -1.208
C 0.973 3.889 0.735
C 2.094 2.983 -1.301
C -0.846 3.703 -3.417
C 0.475 3.297 -4.087
C -1.942 2.810 -4.021
C -1.138 5.171 -3.794
H -3.213 4.209 1.341
H -1.502 3.837 1.503
H -2.585 2.648 0.807
H -2.893 6.268 0.058
H -1.833 6.350 -1.343
H -1.161 6.077 0.270
H -4.338 4.473 -0.669
H -3.716 3.012 -1.435
H -3.577 4.578 -2.247
H 0.743 6.147 -0.883
H 1.584 5.477 -2.285
H 2.409 5.602 -0.738
H 0.377 4.692 1.166
H 1.991 4.007 1.120
H 0.565 2.950 1.115
H 2.410 3.201 -2.318
H 1.781 1.935 -1.294
H 2.978 3.081 -0.663
H 0.796 2.294 -3.799
H 1.282 3.998 -3.873
H 0.329 3.297 -5.170
H -1.701 1.752 -3.911
H -2.001 3.020 -5.092
H -2.929 2.984 -3.601
H -0.405 5.867 -3.381
H -2.128 5.497 -3.481
H -1.094 5.266 -4.883
N 1.552 0.203 0.871
C 2.561 -0.581 0.198
C 2.369 -0.937 -1.131
C 3.328 -1.700 -1.778
C 4.472 -2.112 -1.104
C 4.657 -1.750 0.222
C 3.702 -0.983 0.877
H 1.847 0.411 1.821
H 1.434 1.106 0.412
H 1.477 -0.611 -1.657
H 3.186 -1.964 -2.818
H 5.225 -2.695 -1.617
H 5.553 -2.052 0.748
H 3.860 -0.676 1.905

Löwdin atomic charge list, values in e, 5 entries:
1 In 0.741
2 O 0.127
3 C -0.558
4 O -0.140
5 C -0.157

ORCA calculation (wB97M-V/def2-TZVPD) on a cluster of 2 separate species, C5H15N2 in total in a non-equilibrium geometry.

Values from the calculation:
* max |F|: 5.32 eV/A
* net charge: +1
* LUMO energy: -7.4472 eV
* HOMO: -13.36 eV
* frontier orbital gap: 5.91 eV

Element x y z (Å)
C 1.699 0.949 -0.347
C 0.568 1.188 0.613
C -0.422 0.000 0.578
C -0.945 -0.312 -0.760
C -2.064 0.647 -1.401
N -3.105 0.971 -0.424
N 2.491 -2.475 1.377
H 1.824 1.794 -1.032
H 1.734 -0.021 -0.844
H -0.104 2.041 0.410
H 0.924 1.405 1.617
H 2.935 -1.636 1.718
H -0.344 -0.812 1.286
H -1.370 -1.329 -0.805
H -0.210 -0.346 -1.600
H -1.678 1.579 -1.816
H -2.445 0.080 -2.240
H -3.859 0.297 -0.363
H -2.664 0.895 0.481
H 1.533 -2.371 1.696
H 2.843 -3.367 1.685
H 2.660 0.822 0.170

Löwdin atomic charge list, values in e, 5 entries:
1 C -0.072
2 C -0.182
3 C 0.188
4 C -0.137
5 C -0.199

ORCA calculation (wB97M-V/def2-TZVPD) on a cluster of 3 separate species, C4H13NO3 in total in a non-equilibrium geometry.

Values from the calculation:
* max |F|: 2.64 eV/A
* net charge: 0
* SMILES: CC[C@H](N)C=O.O.O
* LUMO energy: 0.5719 eV
* HOMO: -10.16 eV
* frontier orbital gap: 10.73 eV

Element x y z (Å)
C -0.360 -1.439 1.507
C 0.561 -0.951 0.371
C -0.121 0.057 -0.538
N -1.437 -0.225 -1.187
C 0.897 0.453 -1.594
O 1.559 1.472 -1.660
H -0.620 -0.720 2.258
H -1.224 -2.039 1.199
H 0.207 -2.245 2.040
H 1.454 -0.512 0.867
H 0.904 -1.887 -0.162
H -0.371 0.894 0.176
H -1.906 -1.003 -0.706
H -1.279 -0.575 -2.129
H 0.986 -0.265 -2.420
O 2.636 1.671 0.819
H 2.947 1.153 0.080
H 1.685 1.776 0.786
O -3.183 -0.751 1.441
H -3.513 -0.212 2.181
H -3.033 0.046 0.897

Löwdin atomic charge list, values in e, 5 entries:
1 C -0.121
2 C -0.223
3 C -0.382
4 N 0.056
5 C -0.216